Entry 1:
The following is a quantum chemistry calculation of a structure of composition C15H16N5O3PdSe, from OMol25.

Each line ends with the Löwdin spin population.
Geometry (Å):
Pd 0.81 0.07 1.20  0.706
C -3.78 -0.28 1.22  0.000
C -2.28 -0.36 1.10  -0.001
N -1.44 0.08 1.95  -0.006
O -1.87 0.81 3.05  -0.001
C -1.71 -1.00 -0.10  0.003
C -2.49 -1.83 -1.06  0.003
N -0.43 -0.84 -0.31  0.141
O 0.13 -1.41 -1.30  0.068
H -4.13 0.27 2.08  0.000
H -4.19 -1.29 1.30  0.000
H -4.22 0.18 0.33  0.000
H -2.80 1.05 2.94  0.000
H -3.56 -1.82 -0.85  0.001
H -2.15 -2.87 -1.04  0.000
H -2.32 -1.48 -2.08  0.000
Se 2.59 2.20 0.77  0.023
N 0.89 1.99 0.34  0.020
C 0.56 2.92 -0.52  0.003
C -0.73 3.05 -1.13  0.000
C -0.93 4.08 -1.98  0.000
C 0.11 5.04 -2.27  -0.001
C 1.34 4.94 -1.74  0.000
C 1.62 3.86 -0.84  0.002
N 2.78 3.66 -0.25  0.012
H -1.50 2.32 -0.92  0.000
H -1.90 4.19 -2.46  0.000
H -0.12 5.86 -2.94  0.000
H 2.12 5.65 -1.97  0.000
O 1.48 -1.59 2.43  0.029
N 1.96 -2.39 1.49  0.001
C 1.16 -3.29 0.90  -0.001
C 1.67 -4.20 0.00  0.000
C 3.01 -4.19 -0.31  -0.001
C 3.82 -3.24 0.30  0.000
C 3.27 -2.35 1.19  -0.001
H 0.12 -3.22 1.19  0.000
H 0.99 -4.89 -0.47  0.000
H 3.43 -4.91 -1.00  0.000
H 4.88 -3.18 0.09  0.000
H 3.82 -1.58 1.70  0.000

Values from the calculation:
* <S²>: 0.756
* multiplicity: 2
* orbital gap (spin up / spin down): 6.3 / 6.1 eV
* HOMO (spin up / spin down): -6.960 / -6.781 eV
* energy above the lowest of the compared OMol25 structures with the same formula, charge and spin: 0.926 eV

***

Entry 2:
The following is a quantum chemistry calculation of a cluster of 2 separate species, C15H16NO5 in total, from OMol25.

Each line ends with the natural charge from an NBO analysis.
Geometry (Å):
C -5.32 -1.13 0.99  -0.641
C -4.36 -2.26 0.60  -0.065
O -3.20 -2.21 1.42  -0.547
C -1.99 -2.59 0.81  -0.076
C -0.87 -1.60 1.14  -0.235
N -0.77 -0.52 0.14  -0.273
C -1.85 0.22 -0.15  0.021
C -1.79 1.22 -1.08  -0.230
C -0.58 1.50 -1.71  -0.084
C 0.54 0.74 -1.38  -0.204
C 0.41 -0.26 -0.46  0.081
H -6.33 -1.48 1.15  0.217
H -5.35 -0.37 0.20  0.206
H -4.94 -0.63 1.88  0.230
H -4.10 -2.15 -0.46  0.167
H -4.87 -3.22 0.70  0.172
H -2.08 -2.69 -0.28  0.186
H -1.69 -3.56 1.20  0.190
H 0.06 -2.15 1.16  0.233
H -1.07 -1.15 2.11  0.236
H -2.77 -0.01 0.38  0.223
H -2.69 1.79 -1.28  0.225
H -0.52 2.30 -2.43  0.242
H 1.54 0.97 -1.85  0.355
H 1.26 -0.88 -0.20  0.239
C 4.09 2.77 0.63  -0.563
C 5.20 1.99 1.05  0.409
C 5.60 0.83 0.09  0.444
O 6.59 0.14 0.33  -0.630
C 4.78 0.58 -1.06  -0.539
C 3.69 1.34 -1.45  0.388
C 3.36 2.57 -0.55  0.403
O 2.41 3.31 -0.90  -0.726
O 2.93 1.11 -2.44  -0.769
O 5.85 2.16 2.08  -0.664
H 3.77 3.60 1.25  0.190
H 5.06 -0.29 -1.65  0.188

Values from the calculation:
* total charge: -1
* orbital gap: 3.9 eV
* HOMO: -2.596 eV
* energy above the lowest of the compared OMol25 structures with the same formula, charge and spin: 0.000 eV

***

Entry 3:
The following is a quantum chemistry calculation of a structure of composition C15H17AlCl4O3P, from OMol25.

Each line ends with the natural charge from an NBO analysis.
Geometry (Å):
C 3.02 2.48 0.48  -0.997
P 2.84 4.18 1.11  0.964
O 3.53 5.04 -0.13  -0.966
C 1.03 4.39 0.74  -0.199
C 0.21 3.30 1.51  -0.068
O -0.50 2.50 0.64  -0.955
Al -0.20 2.90 -1.09  1.500
O 0.82 4.32 -0.64  -0.938
H 2.26 1.82 0.89  0.239
H 2.89 2.50 -0.61  0.249
H 4.01 2.09 0.71  0.215
H 4.46 5.13 0.08  0.474
H 0.78 5.40 1.09  0.162
H -0.43 3.78 2.26  0.145
H 0.92 2.72 2.12  0.130
H -1.46 3.45 -1.92  -0.452
H 0.55 1.61 -1.71  -0.461
Cl 3.42 -3.39 -0.11  -0.010
C 2.17 -2.32 0.42  -0.071
C 1.82 -1.19 -0.32  -0.062
Cl 2.60 -0.79 -1.80  0.022
C 0.82 -0.35 0.14  -0.231
C 0.16 -0.62 1.33  -0.194
C 0.51 -1.75 2.06  -0.216
C 1.51 -2.60 1.61  -0.237
H 0.56 0.54 -0.44  0.288
H -0.61 0.05 1.68  0.242
H 0.00 -1.97 2.99  0.207
H 1.78 -3.47 2.18  0.217
Cl -1.01 -1.81 -2.60  0.054
C -2.30 -2.68 -1.86  -0.056
C -3.15 -2.05 -0.95  -0.068
Cl -2.95 -0.39 -0.54  0.062
C -4.17 -2.77 -0.35  -0.217
C -4.36 -4.11 -0.67  -0.214
C -3.52 -4.73 -1.58  -0.214
C -2.49 -4.01 -2.17  -0.220
H -4.83 -2.28 0.36  0.227
H -5.16 -4.66 -0.20  0.212
H -3.66 -5.77 -1.83  0.212
H -1.83 -4.49 -2.88  0.227

Values from the calculation:
* total charge: -1
* orbital gap: 7.1 eV
* HOMO: -4.598 eV

***

Number 1: maximum force 0.014 hartree/bohr. Number 2: maximum force 0.014 hartree/bohr. Number 3: maximum force 0.018 hartree/bohr.